Record 1
ORCA calculation (ωB97M-V with the def2-TZVPD basis set) on an isolated ion of composition C3H4N3 and charge +1 in a non-equilibrium geometry.

## Properties
E_HOMO	-15.6326	eV
energy above the lowest of the compared OMol25 structures with the same formula, charge and spin	3.0603	eV

ORCA input file:
```
! RIJCOSX wB97M-V def2-TZVPD def2/J DEFGRID3
* xyz 1 1
C 2.12594 0.63347 -0.69932
H -0.81995 -1.61058 0.94695
N 1.64484 -1.33515 -1.10583
H -1.33049 -0.86979 -0.57048
H 0.38660 1.86831 -0.65968
N 2.73811 -0.43576 -1.11094
H 1.03960 1.49230 0.87012
N -0.56088 -1.32753 -0.07053
C 1.05533 1.17526 -0.15198
C 0.57647 -1.12837 -0.55554
*
```

Record 2
ORCA calculation (ωB97M-V with the def2-TZVPD basis set) on C11H12Cl2N2O2 in the gas phase in a non-equilibrium geometry.

## Properties
E_HOMO	-8.9056	eV
energy above the lowest of the compared OMol25 structures with the same formula, charge and spin	1.4532	eV

ORCA input file:
```
! RIJCOSX wB97M-V def2-TZVPD def2/J DEFGRID3
* xyz 0 1
H 1.38651 3.22495 -1.23215
C -0.40145 -2.21460 2.36996
H 3.86652 2.59793 -4.42148
H 1.54041 2.73527 -4.15240
O -2.43782 -3.03546 3.19531
H -1.97045 1.27538 1.82383
N -0.17535 0.96805 -1.00855
H 4.24031 2.44041 -2.80434
N 0.61044 1.32536 -2.04469
H -1.08136 0.50755 -1.15273
O 1.44057 1.42702 0.59219
H -2.75359 -3.23031 1.13940
H -4.12653 -3.76897 2.08584
Cl -3.75689 -0.20650 3.09742
H 3.20875 1.09873 -3.56517
C -1.45584 0.30887 1.93275
C 0.38876 0.88242 0.26668
C -0.29267 0.01006 1.28235
C 2.17712 2.84600 -3.24182
C -3.04688 -3.72566 2.02579
C -2.15803 -0.69238 2.64832
C 0.20941 -1.26790 1.50130
C 3.53344 2.17064 -3.51739
C 1.43175 2.42595 -2.00322
H 1.18747 -1.54097 1.07061
H -2.61281 -4.65960 2.04275
C -1.65046 -2.00764 2.76138
H 2.36420 3.93329 -3.15631
Cl 0.33446 -3.82788 2.46439
*
```

Record 3
ORCA calculation (ωB97M-V with the def2-TZVPD basis set) on C33H28N9O2Pd as an isolated structure.

## Properties
E_HOMO (alpha / beta)	-11.0484 / -11.0484	eV
energy above the lowest of the compared OMol25 structures with the same formula, charge and spin	0.6380	eV

ORCA input file:
```
! RIJCOSX wB97M-V def2-TZVPD def2/J DEFGRID3
* xyz 1 1
C 0.12277 3.89785 -4.64479
H 5.83062 0.16072 -3.95198
C -1.06161 4.60306 -4.75896
C -1.10616 -3.90924 0.05119
H 3.49535 -2.60605 -1.65528
H -0.55403 4.05948 3.04587
H 3.88597 1.69792 -4.08004
C 0.10887 -0.50521 4.91412
N 1.30371 1.58252 0.28604
C 2.49823 -0.81033 -2.25662
H -3.58628 -5.93239 2.20407
H 5.63151 -1.97965 -2.73782
H -0.38680 -3.36238 -0.54369
H -2.87577 -3.69133 2.92501
N -1.00750 -0.17031 0.16141
Pd -0.69524 1.20775 -1.29079
C 2.49663 1.03069 0.67287
C -0.33043 -1.22007 0.69246
C -1.60110 -3.36038 1.22704
C -2.39587 -5.90967 0.41676
H 1.22313 -3.67777 5.26006
O 0.81785 -1.53740 0.46638
C 4.78010 -1.31444 -2.79578
H -2.80730 4.86737 2.20764
C -1.21131 -0.11049 -2.47946
C -1.50341 -5.17966 -0.35025
H 1.75308 2.79464 3.18116
H -3.06819 4.78044 -3.98577
N -2.45408 -1.09920 1.59530
C -2.89303 -5.36739 1.59498
N -0.92797 3.81577 2.14539
H -3.06996 3.74761 -0.27095
H -2.73270 2.94821 -2.33667
C -1.93567 3.26197 -2.99806
C 3.58412 -1.66930 -2.18888
C 0.91547 2.33762 1.28353
H 1.28876 -1.49322 6.41325
C -0.60697 -1.87106 3.05889
C 2.82528 1.47138 1.91911
C 0.72332 -2.82097 4.82770
C 3.81733 0.75466 -3.55678
H 0.97680 4.08968 -5.27790
C -2.14307 4.23375 1.64896
C -1.26764 -1.94841 1.68629
N -1.12144 2.93550 0.14617
C -0.35067 3.03424 1.21002
N 1.80440 2.30762 2.30385
C 4.89518 -0.10545 -3.47870
H -1.25067 0.05518 -3.55617
C -2.11754 4.27104 -3.92536
H 0.03728 -3.91528 3.11865
H 1.55739 -1.05820 -1.77576
C 0.22469 2.89138 -3.69821
H -1.08605 0.20624 3.28061
H 3.66221 1.25887 2.55941
O -3.20951 0.56589 0.18758
H 3.03639 0.34117 0.05092
C 2.61942 0.39525 -2.93942
N 1.45363 1.19400 -2.95332
H -2.69934 -6.90004 0.10451
C -2.24914 3.67300 0.41811
C -0.56633 -0.64160 3.71341
C 0.04684 -2.95763 3.62133
H -1.62896 -1.05876 -2.14571
H -3.36517 -1.42613 1.87104
H -1.16528 5.38654 -5.49722
H 0.12226 0.45119 5.42262
N 1.45305 2.17143 -3.70914
H -1.10587 -5.59971 -1.26506
C -2.33216 -0.16771 0.60923
C 0.75939 -1.59749 5.47530
C -2.49655 -4.10304 1.99571
N -0.78417 2.59574 -2.86946
*
```

Record 4
ORCA calculation (ωB97M-V with the def2-TZVPD basis set) on C11H31BF3HgO7S as an isolated structure in a non-equilibrium geometry.

## Properties
⟨S²⟩	0.75
E_HOMO (alpha / beta)	-9.0521 / -9.0505	eV
energy above the lowest of the compared OMol25 structures with the same formula, charge and spin	0.1958	eV

ORCA input file:
```
! RIJCOSX wB97M-V def2-TZVPD def2/J DEFGRID3
* xyz 0 2
O 1.93461 -2.32095 -0.56135
C -2.42591 -1.45860 -0.42134
H -2.87591 -3.58597 -0.31395
H 2.53471 0.95043 -0.85217
H -0.56477 0.32698 4.52899
H 1.65753 1.57105 0.56448
C 3.27495 -2.33468 -0.05759
C -3.09628 -1.12290 0.96714
C 0.10039 0.57409 -3.54176
H 3.28562 0.18431 2.40542
H 0.82375 -1.14600 -2.87256
F -1.76084 1.86714 2.79376
H -2.59840 -0.63443 -1.11351
C 0.52387 0.27318 4.52045
H -1.41594 0.76680 -4.96136
O -3.18145 2.07753 -0.02267
H -2.62030 -3.04613 -2.03522
H -4.17916 -1.05248 0.86475
C -1.66763 2.95624 2.01116
C 1.31487 0.77634 -4.46023
B 2.05213 1.80887 -0.41121
O -0.84780 1.28889 -0.05244
H 2.22217 0.91524 -3.87234
H 3.84247 -1.49011 -0.44838
O -1.33279 3.54694 -0.66552
H -1.01930 -2.52551 0.29181
H 0.91184 0.91746 5.30941
H 2.75486 -1.04892 3.57614
C -2.99697 -2.78722 -1.04568
F -2.74360 3.72303 2.20263
C 2.68894 0.00333 3.29946
H 1.21891 1.62063 -5.14292
H -0.25550 1.46942 -3.03204
F -0.54669 3.63627 2.22210
H 0.66879 -0.73997 4.89548
Hg 0.73685 -0.17758 -0.19663
C -1.02577 -0.05515 -4.36113
H -1.82326 -0.44288 -3.72727
H 3.16380 0.70137 3.98891
O 0.48224 -0.33754 -2.48352
H 3.35895 -2.20447 1.02134
O -1.05296 -1.65247 -0.10601
H -3.01827 -1.96976 1.64893
H -2.63573 -0.26675 1.46011
H 3.84318 -3.23712 -0.28300
H 2.66751 2.69491 -0.38879
H 1.24441 1.46633 2.91509
H -0.69488 -0.91891 -4.93778
H 1.20561 2.00917 -1.04958
H 0.39201 -1.14527 2.67419
C 1.25955 0.40294 3.15404
H -4.08512 -2.73531 -1.08213
H 1.38715 -0.10104 -5.10296
S -1.78362 2.40355 0.12749
O 0.69720 -0.39436 2.15979
*
```

Which of these has the lowest energy above the lowest of the compared OMol25 structures with the same formula, charge and spin? C11H31BF3HgO7S